Record 1
Entry from OMol25: a 9-piece molecular cluster, C30H42F18O24S3 overall at a distorted geometry (the ωB97M-V functional and the def2-TZVPD basis).

The geometry in XYZ format:
```
117
Properties=species:S:1:pos:R:3:forces:R:3
C -0.553 0.069 -0.510 0.15 -0.26 -0.50
C -0.183 0.838 0.731 0.32 0.93 -0.72
O 0.500 0.100 1.750 0.33 -0.59 0.68
C -0.244 -0.518 2.646 -0.99 0.60 0.14
O -1.442 -0.607 2.614 0.12 -0.13 0.02
C 0.522 -1.040 3.887 0.12 -1.29 -1.02
F 0.489 -0.165 4.883 0.31 0.18 -0.04
F -0.043 -2.182 4.314 -0.50 0.38 0.18
F 1.766 -1.387 3.552 0.32 0.63 0.31
H 0.306 -0.387 -1.007 0.18 -0.01 0.28
H -0.908 0.800 -1.239 -0.24 -0.03 0.07
H -1.290 -0.724 -0.392 -0.10 0.16 0.33
H -1.015 1.420 1.127 -0.14 -0.46 0.34
H 0.564 1.585 0.452 0.04 -0.06 -0.01
C -3.422 3.477 7.966 1.04 0.37 0.07
C -2.816 2.216 7.345 -1.25 0.49 -0.66
O -2.661 2.336 5.908 0.42 0.55 -0.47
C -3.739 2.340 5.144 0.27 -1.14 0.29
O -4.851 2.106 5.516 -0.33 0.47 -0.16
C -3.387 2.420 3.618 -0.78 0.99 1.43
F -2.082 2.579 3.431 -0.03 -0.56 -0.52
F -3.894 1.332 3.059 0.63 -0.17 -0.51
F -4.007 3.486 3.076 0.09 -0.12 -0.07
H -4.471 3.667 7.756 -0.14 -0.68 0.20
H -2.948 4.409 7.644 0.45 -0.26 -0.16
H -3.188 3.396 9.029 -0.54 0.13 0.14
H -3.519 1.404 7.533 0.26 -0.26 0.04
H -1.810 1.969 7.661 -0.06 0.14 0.31
C -3.985 -2.017 -1.231 0.64 1.56 0.06
C -2.939 -1.959 -2.338 -1.22 -1.11 -0.10
O -1.865 -2.838 -1.961 0.90 -0.04 0.75
C -1.309 -3.762 -2.733 -1.68 -0.40 -0.03
O -1.498 -3.922 -3.897 0.24 0.18 -0.63
C -0.536 -4.824 -1.906 1.91 1.07 0.10
F -0.315 -5.941 -2.602 -0.81 0.21 0.41
F 0.708 -4.305 -1.675 -0.42 -0.07 0.13
F -1.082 -5.065 -0.718 -0.21 -0.40 -0.49
H -4.243 -2.998 -0.847 0.04 -0.13 -0.27
H -4.844 -1.487 -1.650 -0.28 -0.28 0.22
H -3.612 -1.373 -0.431 -0.22 -0.33 0.38
H -2.601 -0.933 -2.459 0.37 -0.15 -0.18
H -3.473 -2.313 -3.221 0.79 -0.04 -0.44
C -3.680 -3.178 2.728 -0.33 0.21 -0.36
C -3.146 -4.596 2.828 -1.27 1.04 -0.06
O -1.786 -4.621 2.432 1.16 0.17 -0.14
C -0.898 -5.177 3.252 -1.03 -0.60 -0.44
O -1.190 -5.735 4.263 0.53 -0.18 0.68
C 0.555 -5.123 2.708 -1.38 0.28 0.69
F 1.084 -6.332 2.652 0.21 -0.41 -0.06
F 0.576 -4.576 1.511 0.51 0.33 -0.54
F 1.243 -4.387 3.573 0.72 0.17 -0.04
H -4.705 -3.172 3.108 -0.01 -0.05 -0.04
H -3.728 -2.913 1.672 0.05 0.29 0.03
H -3.140 -2.394 3.255 0.30 -0.27 0.09
H -3.699 -5.135 2.057 0.13 -0.55 0.36
H -3.356 -4.958 3.832 0.56 -0.50 -0.15
C 3.357 -0.474 -0.237 1.47 -0.35 -1.15
C 4.797 -1.022 -0.133 -0.52 0.27 0.15
O 4.776 -2.465 -0.261 0.00 -1.13 -0.31
C 5.128 -3.061 -1.405 0.21 1.15 0.36
O 5.492 -2.501 -2.393 0.16 0.14 -0.58
C 5.111 -4.598 -1.359 -1.92 -1.45 1.64
F 4.680 -4.996 -0.119 0.85 0.19 -0.65
F 4.208 -5.161 -2.194 0.60 0.89 -0.20
F 6.289 -5.152 -1.615 0.04 0.45 0.07
H 2.642 -1.018 0.369 0.02 0.25 0.23
H 3.146 -0.601 -1.298 -0.62 -0.14 0.01
H 3.382 0.610 -0.119 -0.20 -0.05 0.55
H 5.265 -0.850 0.833 -0.13 -0.02 0.09
H 5.420 -0.579 -0.909 0.01 -0.15 -0.05
C -2.922 3.402 -0.905 -1.28 0.24 -1.22
C -2.661 4.363 -2.069 0.85 -1.03 0.64
O -2.459 5.634 -1.413 -0.42 0.48 0.09
C -2.362 6.675 -2.208 0.39 0.00 -1.14
O -2.191 6.626 -3.396 -0.18 0.17 0.05
C -2.490 8.034 -1.493 0.05 0.05 0.25
F -3.751 8.488 -1.570 -0.06 -0.33 0.23
F -2.135 7.897 -0.214 -0.17 0.28 0.17
F -1.729 8.976 -2.044 0.24 -0.29 -0.09
H -3.121 2.414 -1.323 0.41 -0.15 0.13
H -3.887 3.707 -0.494 0.20 0.00 0.52
H -2.142 3.405 -0.152 0.06 -0.01 -0.07
H -3.448 4.405 -2.820 -0.28 0.22 0.32
H -1.773 4.054 -2.622 0.22 0.35 0.14
O 3.855 0.519 3.291 0.12 -0.18 -0.08
S 3.582 1.910 3.278 0.82 1.14 -0.08
O 2.259 2.380 3.019 1.08 -0.01 0.58
O 4.282 2.577 4.578 -1.47 0.09 0.32
C 5.705 2.543 4.407 -0.74 -1.05 -0.53
C 5.854 2.951 2.934 0.99 -0.84 0.19
O 4.614 2.664 2.281 -0.70 0.31 0.05
H 6.171 3.236 5.098 -0.16 0.01 0.05
H 5.985 1.507 4.605 0.47 0.15 -0.01
H 6.572 2.340 2.389 0.38 0.17 0.29
H 6.187 3.987 2.958 -0.75 0.25 -0.85
O 1.696 -1.771 -3.269 0.68 0.00 -1.13
S 2.539 -1.085 -4.196 0.16 -0.57 -1.35
O 2.894 0.269 -3.876 0.16 -0.91 -0.79
O 3.800 -2.002 -4.644 -0.21 -0.38 2.01
C 4.323 -1.570 -5.865 0.57 1.17 -0.95
C 3.075 -1.201 -6.711 -0.65 0.75 1.07
O 1.982 -1.226 -5.744 -0.65 0.48 1.00
H 5.013 -0.748 -5.657 -0.42 0.40 -0.23
H 4.965 -2.286 -6.376 -0.46 -0.70 0.49
H 2.819 -1.903 -7.498 0.06 -0.14 0.12
H 3.035 -0.176 -7.076 0.66 -0.09 -0.34
O -3.171 2.234 -4.381 0.51 0.16 -0.80
S -1.888 1.691 -4.664 1.55 -0.45 0.60
O -0.965 1.521 -3.574 -0.44 0.31 -0.54
O -2.058 0.271 -5.363 -0.11 0.25 -0.02
C -1.095 0.089 -6.381 1.70 0.02 -1.41
C -0.257 1.402 -6.552 -1.60 0.46 0.02
O -1.074 2.388 -5.894 -1.40 0.23 1.47
H -0.367 -0.704 -6.218 -0.47 -0.30 0.66
H -1.594 -0.126 -7.324 -0.34 0.02 0.16
H -0.316 1.774 -7.573 0.60 -0.45 -0.13
H 0.747 1.430 -6.133 -0.06 -0.34 0.05
```
Forces are in eV/Å.

Summary:
orbital gap = 10.9 eV
structure (SMILES) = CCOC(=O)C(F)(F)F.CCOC(=O)C(F)(F)F.CCOC(=O)C(F)(F)F.CCOC(=O)C(F)(F)F.CCOC(=O)C(F)(F)F.CCOC(=O)C(F)(F)F.O=S1(=O)OCCO1.O=S1(=O)OCCO1.O=S1(=O)OCCO1
largest force on an atom = 0.0567 Eh/bohr
ΔE to the lowest compared entry with this formula, charge and spin = 0.000 eV
charge = 0
HOMO energy = -0.3950 Ha
2S+1 = 1

***

Record 2
Entry from OMol25: C30H42N5O3PS2Tc as an isolated structure (the ωB97M-V functional and the def2-TZVPD basis).

The geometry in XYZ format:
```
84
Properties=species:S:1:pos:R:3:forces:R:3
Tc 0.301 0.214 0.093 -0.02 -0.55 -0.44
N -2.533 2.754 -1.464 -0.01 0.08 0.05
C -2.656 3.904 -0.618 0.02 -0.04 -0.11
C -3.861 4.578 -0.564 -0.02 0.01 0.03
C -3.993 5.656 0.304 0.00 -0.01 -0.01
C -2.937 6.028 1.120 0.03 0.00 0.00
C -1.728 5.341 1.061 -0.03 0.02 0.00
C -1.586 4.289 0.174 0.05 -0.01 0.05
S -0.024 3.491 -0.043 -0.02 0.01 -0.15
N -0.572 1.922 -0.522 -0.23 -0.01 0.45
C -1.668 1.781 -1.253 -0.01 -0.21 -0.14
C -1.877 0.423 -1.834 0.06 0.16 0.11
C -2.852 0.082 -2.735 -0.03 -0.05 -0.04
C -2.883 -1.227 -3.232 0.02 0.09 -0.01
C -1.939 -2.136 -2.805 -0.05 -0.06 -0.04
C -0.987 -1.730 -1.877 0.01 0.09 -0.02
N -0.959 -0.478 -1.403 0.00 -0.06 -0.32
H -3.321 2.569 -2.068 0.01 0.01 -0.01
H -4.689 4.277 -1.194 -0.01 -0.01 0.01
H -4.925 6.202 0.337 -0.01 -0.01 0.02
H -3.045 6.857 1.804 0.01 0.02 -0.03
H -0.892 5.649 1.676 -0.02 -0.02 0.03
H -3.580 0.803 -3.084 -0.01 -0.02 -0.02
H -3.630 -1.511 -3.960 -0.02 0.00 0.01
H -1.911 -3.153 -3.176 0.12 -0.03 0.03
H -0.222 -2.408 -1.526 -0.07 -0.10 -0.07
C 1.217 1.154 3.773 -0.04 0.05 0.05
C 0.578 -0.137 4.309 -0.02 0.00 -0.11
C -0.017 0.105 5.704 0.02 -0.05 0.03
C 1.703 -1.176 4.428 -0.01 0.02 -0.03
P -0.741 -0.767 3.129 0.21 -0.24 -0.05
N -0.159 -0.438 1.602 -0.63 0.47 0.57
C -2.335 0.218 3.200 0.05 0.08 -0.14
C -3.183 -0.136 4.429 -0.01 -0.04 -0.01
C -1.958 1.709 3.234 0.01 0.00 0.07
C -3.188 0.000 1.934 0.01 -0.01 0.00
C -0.976 -2.621 3.177 -0.03 0.12 0.07
C -2.144 -2.975 2.243 -0.03 0.01 0.05
C -1.301 -3.101 4.599 0.02 -0.04 -0.01
C 0.281 -3.339 2.648 -0.04 -0.02 0.06
H 2.098 1.361 4.381 -0.02 0.01 0.03
H 0.565 2.021 3.834 0.01 -0.02 -0.03
H 1.557 1.047 2.742 0.04 -0.01 0.02
H 0.810 0.315 6.384 0.00 0.01 0.00
H -0.538 -0.770 6.093 0.01 0.00 0.02
H -0.689 0.960 5.739 -0.01 0.00 -0.01
H 2.475 -0.742 5.064 0.00 0.00 -0.01
H 2.163 -1.408 3.466 0.00 -0.02 -0.01
H 1.380 -2.097 4.902 0.00 -0.01 0.00
H -2.654 -0.016 5.371 0.02 0.01 0.01
H -3.575 -1.150 4.373 -0.01 0.00 0.00
H -4.040 0.539 4.447 0.00 0.00 -0.01
H -1.461 1.999 4.155 -0.03 0.00 0.01
H -2.882 2.287 3.172 0.00 -0.01 -0.01
H -1.326 1.994 2.390 -0.01 0.01 -0.02
H -3.798 -0.895 1.986 0.01 -0.03 0.00
H -2.589 -0.045 1.023 0.00 0.04 -0.01
H -3.868 0.849 1.849 0.00 -0.01 0.01
H -3.104 -2.670 2.651 -0.01 0.02 -0.01
H -2.169 -4.061 2.145 0.00 0.00 -0.01
H -2.022 -2.556 1.242 0.00 -0.01 -0.01
H -2.198 -2.641 5.007 -0.02 0.00 0.00
H -0.481 -2.939 5.295 0.01 -0.01 0.00
H -1.479 -4.177 4.555 0.01 0.00 0.00
H 0.740 -2.828 1.804 -0.04 -0.01 0.01
H -0.022 -4.326 2.297 0.01 -0.01 0.01
H 1.034 -3.490 3.414 0.02 0.02 0.00
N 2.213 0.697 -0.809 0.19 0.41 -0.29
C 2.445 -0.679 -1.245 0.45 0.22 0.32
C 1.915 -1.625 -0.375 -0.15 0.23 0.27
C 1.864 -2.958 -0.724 0.04 -0.08 -0.17
C 2.331 -3.321 -1.976 0.08 0.07 0.04
C 2.956 -2.390 -2.803 -0.05 0.04 0.03
C 3.035 -1.046 -2.437 -0.37 -0.11 -0.19
S 1.857 -4.960 -2.536 0.39 -0.22 0.06
O 1.948 -5.752 -1.329 -0.12 0.04 -0.14
O 2.778 -5.261 -3.599 -0.20 0.01 0.02
O 0.491 -4.637 -2.942 -0.32 0.17 -0.03
H 2.152 1.349 -1.591 0.07 -0.13 -0.10
H 2.942 1.077 -0.206 0.01 -0.20 0.09
H 1.556 -1.344 0.630 0.53 -0.03 0.16
H 1.428 -3.721 -0.091 0.07 -0.01 0.00
H 3.337 -2.730 -3.759 0.05 -0.02 0.02
H 3.470 -0.308 -3.100 0.03 -0.01 0.01
```
Forces are in eV/Å.

Summary:
expectation value of S² = 0.756
orbital gap (spin up / spin down) = 4.5 / 4.6 eV
largest force on an atom = 0.0189 Eh/bohr
ΔE to the lowest compared entry with this formula, charge and spin = 0.000 eV
charge = +2
HOMO energy (spin up / spin down) = -0.4582 / -0.4582 Ha
2S+1 = 2